Entry 1:
15
Properties=species:S:1:pos:R:3:mulliken_charge:R:1 method="wB97M-V/def2-TZVPD" e_lumo_ev=-0.4854 homo_ev=-9.14
C 3.00232 -0.03351 0.06856 -1.036
C 1.53089 -0.13849 -0.05277 0.539
C 0.32252 -0.11015 -0.21070 -0.318
C -1.15344 -0.14817 -0.42617 0.139
C -1.80022 1.13669 0.10606 -1.209
H 3.57151 -1.52497 -0.52244 0.249
H 3.12836 0.21160 1.68021 0.246
H 3.45131 1.24527 -0.91046 0.246
H -1.30369 -0.18082 -1.51636 0.235
H -2.87569 1.14747 -0.14827 0.324
H -1.30542 2.03064 -0.28172 0.348
H -1.76144 1.16305 1.19874 0.306
H -1.31335 -2.14980 -0.22317 0.267
H -1.69343 -1.32817 1.12884 0.281
N -1.80021 -1.32064 0.10964 -0.617



Entry 2:
15
Properties=species:S:1:pos:R:3:mulliken_charge:R:1 method="wB97M-V/def2-TZVPD" e_lumo_ev="1.3511 / -0.8047" homo_ev="-4.71 / -10.76" multiplicity=3
C -0.72584 -0.36288 0.73544 -0.473
C 0.46370 0.17567 1.47117 -0.362
C 1.62730 -0.81615 1.39749 -1.132
C -0.88277 -0.16563 -1.70596 -0.208
C -1.55246 0.72815 -2.67125 -0.672
N -0.91021 -0.12900 -0.49519 -0.011
H -1.39736 -1.04164 1.23433 0.468
H 0.77331 1.12571 1.02829 0.270
H 0.19618 0.35071 2.51673 0.260
H 1.34133 -1.77054 1.83776 0.341
H 1.90828 -0.98834 0.36057 0.330
H 2.49142 -0.43349 1.93693 0.321
H -2.28347 0.13715 -3.22338 0.284
H -0.81753 1.08999 -3.38736 0.296
H -2.05686 1.57672 -2.20337 0.287



Entry 3:
15
Properties=species:S:1:pos:R:3:mulliken_charge:R:1 method="wB97M-V/def2-TZVPD" e_lumo_ev="1.1264 / -1.2219" homo_ev="-5.80 / -10.98" multiplicity=3
C 2.24983 0.16335 -0.28678 0.005
C 1.11310 -0.76994 -0.43202 -0.631
C 0.34800 -0.28255 0.73994 -0.191
C -1.60254 0.87906 -0.45807 -0.909
C -1.10611 -0.01305 0.69315 -0.330
N 1.88676 0.89160 0.69296 -0.430
H 3.24214 0.07120 -0.74200 0.368
H 0.53401 -0.77050 -1.42089 0.273
H 1.42172 -1.80361 -0.29478 0.274
H 0.46617 -1.00578 1.59868 0.261
H -2.60417 0.56118 -0.82002 0.295
H -0.86293 0.67432 -1.24115 0.211
H -1.82709 1.96323 -0.21820 0.240
H -1.76876 -0.92203 0.55561 0.215
H -1.49010 0.36350 1.63355 0.349



Entry 4:
16
Properties=species:S:1:pos:R:3:mulliken_charge:R:1 method="wB97M-V/def2-TZVPD" e_lumo_ev=-4.3032 total_charge=+1 homo_ev=-14.44 smiles="C[C@@]1([NH3+])C=CC=N1"
C 1.92013 -0.74509 0.09326 -0.179
C 0.64362 -1.12056 0.21245 -1.020
C 1.90953 0.69907 -0.16765 -0.408
C -0.19061 0.11432 -0.02140 1.135
C -1.35366 -0.06455 -1.21740 -1.324
N 0.73261 1.19021 -0.23226 -0.605
N -1.04036 0.50379 1.16807 -0.245
H 2.80550 -1.34200 0.18977 0.444
H 0.22788 -2.09496 0.37943 0.437
H 2.77930 1.32008 -0.27908 0.454
H -2.03387 -0.85064 -0.92051 0.433
H -0.84402 -0.34321 -2.13469 0.354
H -1.83961 0.89149 -1.35725 0.405
H -0.50327 0.46685 2.04201 0.362
H -1.86989 -0.10015 1.23768 0.375
H -1.34327 1.47534 1.00755 0.383



Entry 5:
16
Properties=species:S:1:pos:R:3:mulliken_charge:R:1 method="wB97M-V/def2-TZVPD" e_lumo_ev="-4.4067 / -4.4009" total_charge=+1 homo_ev="-11.57 / -11.58"
C 1.42828 0.85050 0.88408 -0.481
C -0.01422 -0.81774 -0.98014 -0.408
C 1.48456 -0.76267 -0.76833 -0.347
C -0.74971 0.06172 0.02477 0.455
C -2.30626 0.11327 0.10867 -1.121
N 0.01624 0.81129 0.83268 -0.135
N 2.06353 -0.05932 0.13130 0.013
H 1.69841 1.37087 1.75736 0.328
H -0.34641 -0.33628 -1.99187 0.267
H -0.33423 -1.80537 -0.80030 0.383
H 2.12302 -1.42738 -1.31852 0.428
H -2.80597 -0.91405 0.04426 0.329
H -2.71858 0.73430 -0.66797 0.310
H -2.32022 0.61481 1.08013 0.322
H -0.34228 1.56822 1.47016 0.318
H 3.12383 -0.00216 0.19371 0.341



Entry 6:
16
Properties=species:S:1:pos:R:3:mulliken_charge:R:1 method="wB97M-V/def2-TZVPD" e_lumo_ev=-4.7984 total_charge=+1 homo_ev=-13.40
C 2.45777 -1.41956 -0.08073 -0.581
C -3.85806 -0.19288 0.14915 -0.166
C -1.35849 -0.11363 0.18366 0.160
C 2.57560 -0.14390 0.10864 0.238
C 2.73553 1.14235 0.09290 -0.642
N -2.63554 0.00876 0.10796 -0.075
N -0.43791 0.62712 -0.47256 -0.250
H 3.09311 -2.03754 0.38847 0.319
H 1.53044 -1.71686 -0.68701 0.242
H -4.36445 -0.63051 -0.76934 0.249
H -4.54232 -0.00415 0.96361 0.284
H -1.10327 -0.80301 0.95503 0.344
H 3.49017 1.53769 -0.65485 0.215
H 0.50118 0.49967 0.00266 0.101
H 2.58735 1.92461 0.85552 0.312
H -0.67109 1.32184 -1.14310 0.249



Entry 7:
16
Properties=species:S:1:pos:R:3:mulliken_charge:R:1 method="wB97M-V/def2-TZVPD" e_lumo_ev=-4.7175 total_charge=+1 homo_ev=-13.97
C 0.60857 -0.12479 -1.11293 -0.167
C 0.62905 -0.28493 -2.29611 0.204
C 0.20185 0.34741 0.90647 0.764
C 0.81383 -0.54903 -3.69826 -1.142
C -1.52483 -0.05672 2.58275 -0.893
N 1.15632 0.91816 1.56615 -0.345
N -0.96597 -0.07363 1.24054 -0.137
H 1.57429 -1.31643 -3.83376 0.304
H 1.12710 0.36859 -4.19416 0.314
H -0.12678 -0.89353 -4.12620 0.309
H -2.01081 0.89686 2.78817 0.334
H -0.74671 -0.23526 3.32302 0.324
H -2.26264 -0.85108 2.66060 0.329
H 2.03197 1.15492 1.12571 0.270
H 1.06017 1.15165 2.55000 0.237
H -1.56540 -0.45219 0.51802 0.294



Entry 8:
16
Properties=species:S:1:pos:R:3:mulliken_charge:R:1 method="wB97M-V/def2-TZVPD" e_lumo_ev=-3.2401 total_charge=+1 homo_ev=-16.55 smiles=C[N+]1(C)C[C@H]1C#N
C -2.22026 -0.75236 0.13961 -0.106
C 0.30777 -0.84464 -1.22957 -0.259
C -0.92963 -0.23608 -0.73423 0.117
C 0.36688 -0.48706 1.30068 -1.044
C 0.99878 1.41233 -0.14621 -0.853
N -3.20881 -0.71637 0.70360 -0.276
N 0.32745 0.03530 -0.03592 0.281
H 0.53746 -1.95275 -1.04235 0.258
H 0.61566 -0.56099 -2.25632 0.292
H -1.40697 0.61947 -1.06218 0.354
H -0.16312 -1.38828 1.42664 0.448
H 1.37345 -0.64898 1.63697 0.348
H -0.12019 0.37430 1.93229 0.373
H 0.69557 1.74386 -1.12283 0.389
H 0.74190 2.06291 0.66795 0.321
H 2.08406 1.33933 -0.17812 0.357



Entry 9:
16
Properties=species:S:1:pos:R:3:mulliken_charge:R:1 method="wB97M-V/def2-TZVPD" e_lumo_ev=-5.0642 total_charge=+1 homo_ev=-15.27 smiles="CC1=NC=[N+](C)C1"
C -0.69692 -1.51447 -0.24257 0.056
C 0.01683 0.63061 0.07046 -0.627
C 1.26143 -0.30585 -0.00657 0.650
C 2.61623 0.40266 0.03036 -1.043
C -2.44315 0.06826 -0.01300 -0.808
N 1.01522 -1.55324 -0.11924 -0.503
N -1.02613 -0.29365 -0.02913 0.121
H -1.13373 -2.47365 -0.16464 0.427
H -0.17450 1.46038 0.79621 0.410
H -0.05040 1.30562 -0.88301 0.366
H 3.22178 -0.09398 0.85480 0.320
H 2.53864 1.54311 0.30545 0.290
H 3.21381 0.30880 -0.81361 0.338
H -2.62326 0.04788 1.07981 0.387
H -2.61225 1.19983 -0.33403 0.315
H -3.12359 -0.73232 -0.53128 0.302



Entry 10:
16
Properties=species:S:1:pos:R:3:mulliken_charge:R:1 method="wB97M-V/def2-TZVPD" e_lumo_ev="-5.7710 / -3.7793" total_charge=+1 homo_ev="-12.68 / -14.06"
C -1.14282 -1.25066 0.85444 -0.271
C -1.41742 1.13459 -0.16192 -0.615
C -0.67221 0.16381 0.82888 0.021
C 0.03882 -0.44309 -0.36188 0.221
C 2.91346 -0.34785 0.19885 -0.681
N -0.53999 -1.68740 -0.19764 -0.517
N -0.84633 0.44079 -1.34963 -0.204
H -1.66677 -1.89124 1.59916 0.386
H -2.48966 1.02416 -0.19653 0.371
H -0.83780 2.02052 0.20621 0.313
H -0.24761 0.66087 1.75629 0.418
H 3.09554 -0.13060 -0.84005 0.322
H 3.40025 -1.05158 0.83173 0.334
H 2.32000 0.42285 0.77439 0.244
H -1.50702 -0.09167 -1.91392 0.352
H -0.40045 1.02650 -2.02836 0.305



Entry 11:
16
Properties=species:S:1:pos:R:3:mulliken_charge:R:1 method="wB97M-V/def2-TZVPD" e_lumo_ev=-3.2867 total_charge=+1 homo_ev=-13.79 smiles=N[C@]12[C@@H]3[C@H]1C[NH2+][C@@H]32
C -1.41118 0.63955 0.55089 -0.632
C -0.11700 1.22793 -0.21713 -0.191
C 0.03759 0.22037 -1.39011 -0.576
C -0.09599 -0.96384 -0.49967 -0.527
C 0.92675 0.14263 -0.21667 0.098
N 2.45413 -0.08549 0.59863 -0.513
N -1.18440 -0.80235 0.53845 -0.070
H -1.48226 1.06710 1.62933 0.363
H -2.38626 0.80769 0.05154 0.351
H -0.00059 2.26415 -0.14610 0.474
H 0.12746 0.38132 -2.37131 0.485
H 0.13844 -1.91170 -0.95629 0.488
H 2.54909 -1.07951 0.54840 0.265
H 3.22128 0.44445 0.16476 0.288
H -0.73487 -1.09980 1.42133 0.368
H -2.04217 -1.25249 0.29393 0.329



Entry 12:
16
Properties=species:S:1:pos:R:3:mulliken_charge:R:1 method="wB97M-V/def2-TZVPD" e_lumo_ev="-2.6361 / -8.4299" total_charge=+1 homo_ev="-10.99 / -15.69" multiplicity=3
C -1.04949 -0.16101 0.06653 -0.455
C -1.05291 1.15118 -0.79955 -0.465
C 1.34749 1.44346 0.33998 -0.314
C 0.48564 1.27924 -0.91915 -0.109
C 0.31862 -2.05877 0.72153 -0.660
N 1.10619 0.13413 -0.20231 -0.108
N 0.07659 -0.69842 0.37055 0.235
H -1.95185 -0.61258 0.47355 0.398
H -1.55400 0.72997 -1.83074 0.289
H 2.35654 1.82605 0.26816 0.296
H 0.79542 1.73184 1.21656 0.276
H -1.61048 2.03247 -0.45467 0.363
H 0.90610 1.53595 -1.87261 0.373
H -0.75344 -2.28584 1.05262 0.259
H 0.54381 -2.58910 -0.20697 0.329
H 1.14326 -2.10907 1.41099 0.294



Entry 13:
16
Properties=species:S:1:pos:R:3:mulliken_charge:R:1 method="wB97M-V/def2-TZVPD" e_lumo_ev="-9.4210 / -13.8052" total_charge=+2 homo_ev="-20.51 / -20.67" multiplicity=2
C 1.03497 1.91100 -0.81335 -1.161
C -0.24183 0.95946 -0.97201 -0.512
C -0.34804 -0.24969 -0.16556 0.778
C -0.61106 -1.57692 -0.47477 -0.409
N -0.42569 -2.36796 0.75213 -0.028
C -0.16728 -1.48633 1.71042 -0.105
N -0.15478 -0.20494 1.23170 -0.047
H 1.92754 1.47607 -1.16258 0.395
H 0.77489 2.93408 -1.34241 0.335
H 1.25817 2.26510 0.11027 0.446
H -0.54387 0.88719 -2.08304 0.402
H -1.07215 1.63453 -0.76078 0.360
H -0.78857 -1.88260 -1.52307 0.408
H -0.64376 -3.39341 0.88693 0.338
H 0.08569 -1.52080 2.71189 0.455
H -0.08424 0.61523 1.89424 0.348



Entry 14:
18
Properties=species:S:1:pos:R:3:mulliken_charge:R:1 method="wB97M-V/def2-TZVPD" e_lumo_ev=-3.5217 total_charge=+1 homo_ev=-14.01 smiles="O=CN[C@H]1CC=C(O)[NH2+]1"
C 2.24355 0.51037 0.50420 -0.127
C -0.09362 -1.26020 0.57002 -0.837
C -1.19773 -0.36957 1.12948 -0.447
C 0.46910 -0.63953 -0.76232 -0.123
C -1.55264 0.52108 0.16782 0.355
N 1.75625 -0.08134 -0.60570 -0.234
N -0.70648 0.31770 -1.11499 -0.152
O 3.39707 0.78833 0.49339 -0.480
O -2.27006 1.64185 -0.00422 -0.484
H 0.67435 -1.48156 1.34448 0.429
H -0.71234 -2.02385 0.18376 0.351
H -1.54807 -0.22062 2.19665 0.380
H 1.70567 0.69656 1.33256 0.513
H 0.41460 -1.38650 -1.51368 0.477
H 2.36128 0.03422 -1.39787 0.279
H -0.42863 1.26735 -1.23946 0.342
H -1.41409 -0.07327 -1.72417 0.361
H -3.09820 1.75900 0.44004 0.396



Entry 15:
18
Properties=species:S:1:pos:R:3:mulliken_charge:R:1 method="wB97M-V/def2-TZVPD" e_lumo_ev=-4.7079 total_charge=+1 homo_ev=-13.47 smiles="C=C(O)/[NH+]=C(/C)NC=O"
C -2.50942 0.89971 -0.03948 0.114
C -0.35648 -0.71929 0.05075 0.858
C 1.70925 0.90662 -0.15905 0.798
C -0.33974 -2.30081 -0.08594 -1.366
C 1.21134 2.09181 0.14968 -1.128
N -1.61958 -0.28677 0.09116 -0.227
N 0.85381 -0.24257 -0.09470 -0.216
O -2.12562 1.99215 -0.20236 -0.337
O 2.97616 0.43753 -0.18751 -0.448
H -1.33065 -2.71902 -0.46801 0.351
H 0.02274 -2.79075 0.90421 0.341
H 0.38583 -2.37326 -0.85802 0.437
H -3.56917 0.52667 0.22315 0.260
H 1.69345 3.04070 -0.00084 0.295
H 0.20637 2.31021 0.19590 0.226
H -2.25298 -1.00854 0.62555 0.316
H 1.58095 -0.98852 0.32298 0.343
H 3.46375 1.22412 -0.46747 0.382



Entry 16:
18
Properties=species:S:1:pos:R:3:mulliken_charge:R:1 method="wB97M-V/def2-TZVPD" e_lumo_ev=-3.8542 total_charge=+1 homo_ev=-12.90
C -2.74947 0.27622 -0.11222 0.549
C 0.57467 0.75092 0.18864 0.079
C -3.83843 1.14814 0.20783 -0.794
C 1.33669 -1.59885 -0.86384 -0.597
C 2.95768 0.40861 0.93930 -0.360
N -0.82389 -0.96880 -0.86859 -1.020
N -1.79773 -0.24206 -0.58011 0.549
O 0.53537 -0.40809 -0.56955 0.168
O 1.53743 0.97657 0.90816 -0.117
H -4.41147 1.42971 -0.69998 0.300
H -4.51621 0.66747 0.96242 0.297
H -3.32270 2.03089 0.50789 0.285
H 0.74820 -2.35329 -1.39912 0.258
H 1.89865 -1.96473 -0.06506 0.402
H 2.18344 -1.12097 -1.59274 0.338
H 2.87835 -0.59463 0.52979 0.126
H 3.19275 0.29755 1.98677 0.267
H 3.61668 1.26533 0.52043 0.269



Entry 17:
19
Properties=species:S:1:pos:R:3:mulliken_charge:R:1 method="wB97M-V/def2-TZVPD" e_lumo_ev="-6.4852 / -6.4474" total_charge=+1 homo_ev="-13.95 / -13.97"
C -0.56826 -2.34154 -0.12786 -0.110
C -2.04201 -0.78211 0.42074 0.260
C 0.43859 -1.20200 -0.07614 -0.607
C -0.36419 0.84630 -1.12770 -1.138
C 0.00123 0.81845 1.27071 -0.983
N -1.77178 -1.98671 0.07050 -0.271
N -0.29567 0.03849 0.08019 0.084
O -3.06690 1.57715 0.01746 -0.437
O -4.63831 -0.35764 0.12252 -0.420
S -3.35967 0.19017 -0.14254 0.912
H -0.27908 -3.36893 -0.26514 0.453
H 1.08196 -1.38165 0.79448 0.412
H 1.06018 -1.21764 -0.97507 0.401
H 0.62206 1.25178 -1.37760 0.364
H -0.70941 0.24394 -1.96832 0.436
H -1.04347 1.68287 -0.97877 0.459
H 0.99083 1.27499 1.19404 0.407
H -0.73937 1.60988 1.37490 0.348
H -0.03118 0.18546 2.15610 0.430



Entry 18:
19
Properties=species:S:1:pos:R:3:mulliken_charge:R:1 method="wB97M-V/def2-TZVPD" e_lumo_ev=-3.8138 total_charge=+1 homo_ev=-13.69 smiles="CCS[N+]1=C(O)NC(=O)C1"
C -2.75085 -0.78922 0.16859 0.324
C -1.19906 0.86526 -0.22128 0.640
C -1.42231 -1.16002 0.73212 -0.337
C 2.82140 -0.62987 -0.55374 -1.027
C 2.25930 0.55932 0.25663 -0.504
N -2.44526 0.44637 -0.52719 -0.095
N -0.50992 -0.04357 0.41092 -0.135
O -3.81035 -1.33828 0.16315 -0.457
O -0.72010 2.08398 -0.35142 -0.414
S 0.97345 0.24952 1.47451 0.046
H -1.17726 -1.28193 1.82401 0.310
H -1.30300 -2.14307 0.25150 0.276
H 2.73468 -1.58872 -0.06994 0.322
H 2.21228 -0.89745 -1.47976 0.268
H 3.82763 -0.35564 -0.90050 0.344
H 1.97746 1.34147 -0.34720 0.360
H 3.04384 0.92274 0.78687 0.466
H -3.20879 0.97040 -0.99908 0.249
H -1.30312 2.78872 -0.61818 0.364



Entry 19:
17
Properties=species:S:1:pos:R:3:mulliken_charge:R:1 method="wB97M-V/def2-TZVPD" e_lumo_ev="-4.1806 / -4.1803" total_charge=+1 homo_ev="-12.56 / -12.56"
C -1.44700 0.18821 -0.25055 -0.389
C -1.38736 1.23732 0.59649 -0.184
C 0.66740 0.38951 1.42278 -0.787
C 0.83712 -0.22833 0.07618 0.494
C -0.14888 -1.18824 -1.79439 -0.973
N -0.25857 -0.44739 -0.60390 0.118
N -0.22418 1.44329 1.31664 -0.148
S 2.32812 -0.89150 -0.45742 -0.160
H -2.17534 0.04903 -0.93995 0.382
H -2.14136 2.02954 0.52779 0.359
H 0.61653 -0.47810 2.13359 0.304
H 1.62916 0.76425 1.92481 0.473
H -1.11091 -0.99047 -2.36537 0.222
H 0.76909 -1.00496 -2.30828 0.451
H -0.14174 -2.36952 -1.54439 0.358
H 0.11135 2.28879 1.78114 0.273
H 2.96169 -0.57459 0.73581 0.206



Entry 20:
17
Properties=species:S:1:pos:R:3:mulliken_charge:R:1 method="wB97M-V/def2-TZVPD" e_lumo_ev="-3.6542 / -8.6337" total_charge=+1 homo_ev="-11.18 / -15.12" multiplicity=3
C 2.41667 0.87447 -0.76900 0.013
C 0.80518 0.05694 0.86398 0.424
C -0.01148 -0.19957 2.09970 -1.148
C -1.75905 0.14701 -1.10433 -0.929
C -0.64814 -0.85826 -0.95257 -0.529
N 1.44747 0.26978 -1.27555 -0.724
N 0.53190 -0.21590 -0.49806 0.905
S 2.25744 0.92105 1.03689 -0.064
H 3.26718 1.53994 -1.23428 0.380
H -1.00358 -0.65247 1.95391 0.295
H 0.65240 -0.76355 2.71813 0.408
H -0.16269 0.67583 2.76531 0.361
H -2.14596 0.69078 -0.16846 0.283
H -2.72994 -0.41280 -1.36803 0.343
H -1.38529 0.99716 -1.77858 0.330
H -0.49229 -1.29660 -1.92496 0.324
H -1.03980 -1.77382 -0.36410 0.328